Record 1
Density functional theory data (the ωB97M-V functional and the def2-TZVPD basis) for a cluster of 8 separate species, C72H152N8O8 in total in a non-equilibrium geometry.

```
240
Properties=species:S:1:pos:R:3:forces:R:3
C -0.10387 -0.00644 9.42467 -0.22 0.27 -0.95
C 0.61705 0.83551 8.34337 0.36 -0.29 -1.08
C 2.12846 0.85595 8.75936 -0.02 -0.16 0.98
C 3.14558 1.33142 7.76972 -1.21 0.84 -0.97
C 3.02007 0.49009 6.50583 -0.86 0.56 0.40
C 1.51343 0.23416 6.00235 0.70 0.75 -0.64
N 0.50143 0.03942 7.05821 3.00 0.47 1.68
O -0.77633 -0.14296 6.56009 -0.58 0.34 -0.23
C 1.20027 1.38536 5.00997 -0.68 -0.06 -0.12
C 1.58748 -1.02951 5.19633 -0.07 -1.21 -0.60
C 0.01472 2.28714 8.23684 -0.36 -0.39 1.18
H -0.15619 0.53916 10.36683 -0.36 -0.09 -0.06
H 0.35111 -0.98274 9.59180 0.56 0.24 -0.04
H -1.06144 -0.28185 8.98271 -0.48 0.45 0.58
H 2.21059 1.46604 9.65889 -0.27 0.12 0.18
H 2.44173 -0.13508 9.08772 -0.36 -0.33 -0.05
H 4.17078 1.46264 8.11592 -0.03 -0.63 0.29
H 2.86166 2.35646 7.53140 -0.05 0.31 -0.33
H 3.54696 -0.45474 6.63925 -0.08 -0.08 -0.12
H 3.48421 1.10718 5.73649 0.19 -0.68 -0.35
H 0.82116 2.25415 5.54809 0.49 0.29 -0.15
H 2.04237 1.58002 4.34582 0.28 0.39 0.45
H 0.43479 1.15556 4.26880 -0.47 -0.45 0.32
H 2.45621 -1.03812 4.53806 0.10 0.16 -0.06
H 1.66150 -1.91726 5.82444 0.19 0.06 0.30
H 0.72409 -1.21624 4.55775 -0.23 0.30 -0.03
H -1.06821 2.31414 8.11586 -0.12 -0.58 -0.65
H 0.44310 3.01684 7.54972 0.33 -0.47 -0.14
H 0.04701 2.74203 9.22685 0.58 0.09 0.24
H -0.88655 -1.08795 6.68834 -0.38 -0.14 -0.12
C 2.07451 -0.33219 0.40647 -0.75 -0.43 1.24
C 1.10068 0.02897 -0.73453 1.12 0.89 -2.72
C 0.61780 -1.24954 -1.50961 -1.08 -0.58 1.86
C -0.53300 -1.94473 -0.78081 -0.31 1.23 0.75
C -1.64447 -0.92033 -0.39324 0.02 -1.22 -0.85
C -1.23072 0.37209 0.38327 -0.48 -2.61 -0.21
N -0.05560 0.92078 -0.34783 -1.33 -2.47 -1.00
O 0.28968 2.16796 0.08079 0.82 1.18 1.36
C -2.45700 1.30519 0.25456 1.06 1.09 0.18
C -1.07338 -0.08582 1.88512 0.01 1.07 -0.34
C 1.90942 0.80415 -1.88764 -0.21 1.26 2.00
H 2.15845 0.33747 1.26240 -0.59 0.83 -0.30
H 3.13409 -0.52895 0.24308 -0.20 -0.29 -1.04
H 1.62439 -1.20328 0.88259 0.36 -0.42 0.04
H 0.29493 -1.06249 -2.53375 0.43 0.29 0.00
H 1.35403 -2.04850 -1.42175 0.83 0.56 -0.74
H -0.12613 -2.41861 0.11250 0.00 0.12 0.42
H -0.90319 -2.80418 -1.33975 -0.32 0.32 -0.29
H -2.40179 -1.50651 0.12730 -0.06 0.31 0.65
H -2.19557 -0.65520 -1.29551 0.31 0.36 -0.40
H -2.47943 1.70751 -0.75822 -0.25 -0.24 -0.16
H -3.43877 0.93756 0.55302 0.29 -0.77 -0.23
H -2.31340 2.17958 0.88934 0.20 0.28 0.18
H -1.87647 -0.73598 2.23217 -0.35 0.07 -0.43
H -0.17018 -0.64333 2.13313 0.24 0.40 -0.24
H -1.16622 0.83259 2.46478 0.49 -0.07 0.50
H 2.19173 1.72934 -1.38522 0.62 0.17 0.05
H 1.37615 1.22013 -2.74243 -0.59 -0.80 -0.10
H 2.83762 0.33026 -2.20698 -0.23 -0.37 0.08
H 0.13389 2.77467 -0.64669 -0.05 -0.09 -0.32
C 3.96509 -7.64364 4.30574 0.39 0.70 0.58
C 3.50929 -6.15708 3.99309 -0.12 -0.85 1.51
C 4.06250 -5.14465 5.04137 -1.20 -0.99 0.84
C 4.01671 -3.73351 4.62354 1.46 1.78 -0.51
C 4.79862 -3.45177 3.33052 -2.16 -2.11 -0.21
C 4.21200 -4.41750 2.15866 0.73 -0.37 1.45
N 3.97601 -5.83913 2.64036 2.47 3.00 3.04
O 3.48043 -6.61760 1.67753 -1.36 -1.44 -1.83
C 2.90995 -3.81532 1.66968 0.81 0.71 -1.04
C 5.29447 -4.51119 1.06618 0.42 -0.11 -0.61
C 1.98643 -6.11140 4.16062 -1.14 0.11 -1.78
H 5.02275 -7.67431 4.56749 0.29 0.11 -0.59
H 3.73700 -8.36142 3.51778 0.07 0.29 -0.24
H 3.54179 -8.10335 5.19881 -0.67 0.49 0.15
H 3.32821 -5.06113 5.84259 -0.17 -1.02 0.32
H 4.95153 -5.43442 5.60151 0.53 -0.05 -0.75
H 4.45890 -3.14167 5.42497 0.43 0.10 0.17
H 3.02899 -3.27268 4.63604 -0.36 -0.58 -0.63
H 5.84269 -3.71715 3.49666 0.09 0.53 -0.19
H 4.53683 -2.42231 3.08604 0.86 0.06 -0.54
H 2.21697 -3.54678 2.46703 -0.01 -0.19 -0.11
H 3.23945 -2.91018 1.15954 -0.36 0.42 0.00
H 2.46588 -4.41230 0.87312 -0.29 -0.29 0.32
H 4.89210 -4.73083 0.07727 -0.15 -0.12 0.03
H 5.96508 -3.66310 0.92784 -0.67 0.83 0.25
H 6.08151 -5.24104 1.25588 -0.50 -0.65 0.45
H 1.46414 -6.04722 5.11518 0.85 -0.43 0.46
H 1.58736 -6.96073 3.60612 -0.31 -0.10 0.07
H 1.58830 -5.24353 3.63488 0.05 0.19 -0.20
H 4.12685 -7.32295 1.59866 0.06 -0.20 -0.38
C 3.28614 3.76808 -4.15301 -0.59 0.47 -1.88
C 2.41518 3.28128 -5.45942 0.74 0.25 0.71
C 2.62921 1.74215 -5.55532 -0.74 -0.11 0.78
C 1.50416 0.99111 -6.30014 2.52 0.62 0.50
C 0.14312 1.40206 -5.84762 0.57 0.37 -0.71
C -0.14027 2.96081 -5.88558 1.66 -1.68 -0.25
N 0.98971 3.69114 -5.22911 0.71 -3.03 0.83
O 0.87327 5.08185 -5.09640 -0.49 -0.07 -0.51
C -0.32854 3.36691 -7.32544 -0.04 0.99 -0.92
C -1.38881 3.12040 -5.09442 -1.32 1.52 0.69
C 2.92301 3.84926 -6.79773 0.08 0.86 0.72
H 2.64425 3.93789 -3.28858 -0.03 -0.58 0.01
H 3.77438 4.73030 -4.30744 -0.18 0.22 -0.38
H 4.12423 3.09676 -3.96584 -0.35 -0.35 0.16
H 3.55896 1.51521 -6.07702 0.19 0.46 -0.08
H 2.82362 1.35830 -4.55384 -0.45 -0.20 0.16
H 1.68274 -0.07544 -6.16351 -0.24 -0.09 0.02
H 1.78884 1.18209 -7.33483 -0.95 0.03 -0.44
H -0.01401 0.96435 -4.86181 -0.26 0.24 0.15
H -0.45893 0.87361 -6.58679 -1.02 0.39 0.35
H -1.13301 2.83671 -7.83516 -0.21 0.07 0.20
H -0.50259 4.44208 -7.36805 -0.50 0.12 0.08
H 0.54009 3.29200 -7.97964 0.24 -0.57 0.37
H -1.26507 3.08724 -4.01197 0.49 -0.47 0.10
H -1.78203 4.12617 -5.24246 -0.27 0.17 -0.23
H -2.19288 2.42767 -5.34276 0.19 -0.11 -0.28
H 2.62574 3.22361 -7.63934 0.08 0.07 0.05
H 4.00621 3.96975 -6.78123 0.07 -0.21 -0.10
H 2.50496 4.84978 -6.90861 0.01 0.06 -0.29
H 0.38746 5.11608 -4.26911 0.08 0.53 0.13
C -6.32060 7.53418 -1.43392 -0.09 0.11 0.57
C -4.88665 7.69751 -1.83907 2.21 0.96 -0.42
C -4.15562 8.77336 -0.95849 0.16 -0.26 -0.35
C -2.60027 8.70836 -1.03827 -0.93 0.30 1.28
C -2.07154 7.33059 -0.66389 -0.76 -0.17 -1.13
C -2.72425 6.22182 -1.54563 0.89 -0.20 0.56
N -4.23791 6.37143 -1.65611 2.41 1.48 2.11
O -4.75185 5.40020 -2.49722 -0.50 -0.45 -0.33
C -1.97015 6.18403 -2.86795 -1.40 -0.27 -1.29
C -2.42149 4.87223 -0.82003 -0.99 0.75 -0.12
C -4.77479 8.29500 -3.24396 -0.70 -1.01 -1.70
H -6.36329 7.08252 -0.44282 0.07 0.09 0.28
H -6.87020 6.84786 -2.07812 -0.15 0.50 -0.33
H -6.73616 8.53820 -1.34813 -0.56 -0.21 -0.29
H -4.45380 9.74999 -1.33979 -0.10 -0.03 -0.16
H -4.58477 8.79412 0.04326 0.52 -0.46 0.47
H -2.19246 9.44930 -0.35067 -0.09 0.00 0.33
H -2.21059 9.09256 -1.98094 -0.28 -0.55 -0.38
H -2.19729 7.03420 0.37747 -0.19 0.52 0.30
H -1.00426 7.32868 -0.88528 0.09 -0.33 0.17
H -1.11778 5.50534 -2.89874 0.14 0.24 0.46
H -2.68868 5.73903 -3.55628 0.14 -0.15 -0.42
H -1.72909 7.15184 -3.30765 0.20 0.06 0.31
H -2.54911 4.00199 -1.46384 0.22 0.03 -0.01
H -1.45853 4.90631 -0.31049 0.21 -0.13 -0.39
H -3.16031 4.79323 -0.02253 -0.12 -0.27 0.21
H -3.83074 8.29975 -3.78880 0.60 0.05 0.87
H -5.17202 9.30655 -3.32813 -0.15 -0.10 0.28
H -5.33905 7.66785 -3.93418 -0.50 0.01 -0.05
H -5.40633 5.04850 -1.88930 -0.30 -0.67 -0.55
C -2.28312 -5.08488 -3.25892 0.85 -1.11 -0.29
C -2.19650 -6.54442 -2.74944 0.86 0.06 1.92
C -0.65292 -6.80307 -2.21369 -0.92 1.60 -0.79
C -0.22050 -6.26395 -0.85428 -1.07 0.27 0.51
C -1.24130 -6.78996 0.10191 -0.84 -1.90 0.17
C -2.71312 -6.37380 -0.16359 0.74 0.80 -0.05
N -3.13051 -6.74141 -1.58403 5.16 -1.06 1.93
O -4.42462 -6.52068 -1.80946 -2.47 0.26 -0.80
C -3.56613 -7.14043 0.84529 0.01 -0.24 -1.00
C -2.81433 -4.85465 0.18682 -0.12 0.30 -1.38
C -2.40913 -7.59287 -3.87870 -0.70 -0.23 1.00
H -3.27508 -4.63533 -3.30394 -0.04 -0.36 -0.01
H -1.84890 -5.20613 -4.25132 -0.03 0.89 -0.25
H -1.62704 -4.47949 -2.63349 -0.06 0.22 -0.19
H -0.37986 -7.85814 -2.23275 -0.30 -0.04 -0.19
H -0.00232 -6.24162 -2.88421 -0.11 -0.42 -0.81
H -0.23977 -5.18864 -0.67696 0.31 0.41 -0.88
H 0.79929 -6.60929 -0.68439 -0.05 -0.05 0.34
H -1.05271 -6.71964 1.17317 0.21 0.55 0.02
H -1.24930 -7.86573 -0.07344 -0.05 -0.43 0.14
H -3.32048 -6.77827 1.84359 -0.46 0.00 0.01
H -4.60267 -7.01845 0.53096 -0.17 0.24 0.70
H -3.36151 -8.20974 0.79245 0.17 -0.08 0.04
H -3.82725 -4.45220 0.19842 -0.23 -0.32 0.12
H -2.30778 -4.52038 1.09224 0.01 -0.52 0.24
H -2.32988 -4.30874 -0.62274 0.08 0.13 0.00
H -3.29364 -7.39980 -4.48572 0.30 0.46 -0.37
H -2.64633 -8.57273 -3.46431 0.15 -0.04 0.51
H -1.49582 -7.77572 -4.44485 -0.15 0.53 -0.31
H -4.72904 -7.42679 -1.72061 -1.03 0.12 -0.29
C 4.71462 -2.51505 -1.81465 0.96 1.10 -0.37
C 5.57888 -2.71218 -3.11220 2.26 -1.03 1.00
C 5.71352 -4.26606 -3.39276 -2.20 0.14 -0.89
C 4.42887 -4.76188 -4.07667 0.12 -1.23 -1.12
C 4.21529 -4.04019 -5.37506 -1.40 -0.02 0.19
C 4.01545 -2.53838 -5.14619 1.51 0.56 -0.22
N 5.19219 -1.98303 -4.33103 -0.86 -3.86 -0.58
O 5.21707 -0.62118 -4.14180 -0.36 0.84 -0.01
C 4.15124 -1.93516 -6.53792 -0.50 1.02 -0.08
C 2.64099 -2.28102 -4.50496 0.31 0.85 -0.10
C 7.07437 -2.26137 -2.76630 -1.04 0.09 0.37
H 5.29326 -2.56202 -0.89212 0.46 -0.57 -0.25
H 3.87621 -3.19367 -1.65769 -0.24 0.32 -0.46
H 4.50905 -1.44474 -1.79784 -1.05 0.05 -0.17
H 6.50886 -4.50998 -4.09707 0.27 0.30 0.19
H 5.73132 -4.97202 -2.56245 0.87 0.87 0.80
H 3.50367 -4.84451 -3.50633 0.08 0.91 0.59
H 4.50914 -5.81523 -4.34522 0.61 -0.32 0.07
H 3.28775 -4.36395 -5.84723 -0.59 -0.05 0.32
H 4.85565 -4.36964 -6.19329 1.09 0.66 0.43
H 4.11356 -0.84910 -6.45341 -0.06 0.14 -0.20
H 5.06958 -2.19431 -7.06480 0.16 -0.15 0.41
H 3.33902 -2.24628 -7.19489 -0.22 -0.03 0.10
H 1.85798 -2.69519 -5.14015 -0.10 -0.31 0.28
H 2.58541 -2.57731 -3.45748 -0.05 -0.62 -0.24
H 2.41960 -1.21590 -4.43708 0.25 0.29 -0.23
H 7.24656 -2.78652 -1.82680 0.66 0.15 -0.04
H 7.23288 -1.19185 -2.62811 -0.66 0.17 0.51
H 7.86072 -2.45480 -3.49592 -0.41 -0.86 -0.30
H 6.02741 -0.43356 -4.62113 0.02 0.74 0.02
C -4.59947 5.13058 4.58913 -1.03 0.36 -0.72
C -4.00141 4.27653 3.42520 0.74 -0.38 0.50
C -3.88713 2.78712 3.82830 -0.86 -0.42 1.43
C -5.21788 1.97393 3.92913 1.01 1.30 -1.17
C -5.68624 1.99193 2.51417 -0.13 -0.28 -2.10
C -5.94949 3.38210 1.83106 -0.17 -0.49 -0.69
N -4.86777 4.39965 2.22442 -1.12 0.72 -0.42
O -5.04710 5.70994 1.72910 -0.37 -2.23 1.78
C -6.04698 3.24305 0.22299 0.78 1.14 1.21
C -7.28024 3.84502 2.41141 -0.98 1.01 -0.03
C -2.55063 4.71544 3.00573 -0.78 0.19 -0.44
H -3.98362 5.18499 5.48684 0.38 -0.01 -0.45
H -5.57865 4.78920 4.92496 0.07 -0.75 -0.04
H -4.89623 6.11270 4.22109 0.74 0.31 0.05
H -3.17484 2.29493 3.16611 -0.07 -0.17 0.13
H -3.52823 2.76847 4.85736 0.77 0.30 -0.17
H -5.93801 2.44976 4.59478 0.12 -0.15 0.21
H -5.04599 0.93329 4.20414 0.13 0.22 0.32
H -6.55464 1.35124 2.36085 -0.43 0.43 -0.08
H -4.95011 1.51204 1.86925 0.36 -0.15 0.22
H -6.36147 4.19015 -0.21543 -0.79 0.08 0.35
H -5.08374 3.15893 -0.28019 0.34 -0.78 0.45
H -6.71723 2.43509 -0.07037 0.08 0.10 0.24
H -8.07462 3.15754 2.12083 0.34 -0.49 0.13
H -7.25451 3.92456 3.49819 0.03 -0.19 -0.04
H -7.70212 4.78094 2.04511 0.65 0.36 -0.16
H -1.81814 4.49034 3.78089 -0.30 0.08 0.15
H -2.50262 5.76505 2.71568 -0.03 0.10 0.33
H -2.26063 4.15413 2.11751 0.02 -0.17 0.04
H -4.50084 5.81064 0.94612 0.56 0.06 -1.22
```
Forces are in eV/Å.

## Properties
Kohn-Sham gap (spin up / spin down) = 7.3 / 3.0 eV
Molar mass = 1258.06 u
Spin multiplicity = 2
<S²> = 0.755
LUMO energy (spin up / spin down) = -1.8 / -6.1 eV
Charge = +1

=====

Record 2
Density functional theory data (the ωB97M-V functional and the def2-TZVPD basis) for an isolated molecule of C5H6O2.

```
13
Properties=species:S:1:pos:R:3:forces:R:3
C -1.55765 -1.30345 1.54064 0.13 0.08 -0.11
C -0.73131 -0.67094 0.75690 -0.06 -0.03 0.02
C 0.00236 0.03764 -0.07251 -0.11 -0.03 0.09
C -0.75899 0.76673 -1.11249 0.08 0.26 -0.22
O -0.27187 1.61539 -1.83271 -0.16 -0.33 0.28
C 1.50622 0.26076 0.01001 -0.06 -0.08 0.34
O 2.11456 0.28740 -1.25534 -0.04 0.14 -0.12
H -2.00497 -0.80097 2.39511 0.11 -0.07 -0.10
H -1.82602 -2.34135 1.36334 0.08 0.12 0.00
H -1.82951 0.49326 -1.18796 0.11 0.08 0.00
H 1.69105 1.19433 0.56431 -0.04 -0.11 -0.10
H 1.97096 -0.55392 0.57133 -0.11 0.11 -0.03
H 1.69516 1.01511 -1.74063 0.08 -0.16 -0.02
```
Forces are in eV/Å.

## Properties
Kohn-Sham gap = 10.2 eV
Molar mass = 98.10 u
LUMO energy = 0.3 eV
SMILES = C=C=C(C=O)CO
Charge = 0

=====

Computed ΔE to the lowest compared entry with this formula, charge and spin, in the same sequence as the records: 0.715, 2.052 eV.